# 1
{
  "formula": "C26H28IN2O2Se2V",
  "method": "ωB97M-V/def2-TZVPD",
  "elements": ["V", "C", "C", "O", "C", "C", "C", "N", "N", "C", "O", "C", "C", "C", "C", "C", "C", "H", "H", "H", "H", "H", "H", "H", "H", "H", "H", "H", "H", "C", "Se", "C", "C", "Se", "C", "H", "H", "H", "H", "H", "H", "H", "H", "H", "H", "I", "C", "C", "C", "C", "C", "C", "C", "C", "C", "C", "H", "H", "H", "H", "H", "H"],
  "xyz": [[0.7195, 0.4197, 0.5147], [4.0632, -0.5672, -0.9127], [2.6214, -0.9678, -0.8240], [1.7467, 0.0264, -1.0476], [2.2190, -2.2138, -0.5285], [0.7961, -2.6513, -0.6172], [0.2250, -2.9229, -1.9890], [0.0162, -2.8636, 0.3641], [0.4664, -2.7258, 1.6571], [0.1194, -1.6400, 2.2490], [-0.4486, -0.6071, 1.6454], [0.3702, -1.5172, 3.7124], [0.1284, -0.3062, 4.3509], [0.3875, -0.1668, 5.7070], [0.8896, -1.2351, 6.4356], [1.1282, -2.4491, 5.8006], [0.8677, -2.5902, 4.4475], [4.2341, -0.0661, -1.8680], [4.2957, 0.1447, -0.1182], [4.7255, -1.4282, -0.8326], [2.9628, -2.9709, -0.3061], [0.8284, -2.4526, -2.7626], [0.1968, -4.0007, -2.1717], [-0.7961, -2.5452, -2.0472], [-0.2453, 0.5260, 3.7688], [0.2068, 0.7842, 6.1924], [1.0970, -1.1236, 7.4931], [1.5205, -3.2872, 6.3640], [1.0506, -3.5259, 3.9362], [-5.1669, -1.0479, -1.4991], [-3.4468, -0.3619, -0.8850], [-3.3457, 1.1156, -2.1640], [-2.4951, 0.7804, -3.3781], [-0.6462, 0.3291, -2.9014], [0.1269, 2.0835, -3.2095], [-5.9482, -0.3063, -1.3448], [-5.3868, -1.9299, -0.9008], [-5.1213, -1.3339, -2.5485], [-2.9380, 1.9640, -1.6183], [-4.3728, 1.3490, -2.4542], [-2.4548, 1.6178, -4.0786], [-2.9037, -0.0816, -3.9061], [0.1120, 2.3222, -4.2711], [1.1526, 2.0228, -2.8510], [-0.4033, 2.8309, -2.6247], [-0.7136, 2.7180, 0.4488], [1.9320, 3.3975, 1.8248], [2.1983, 4.6705, 2.1853], [3.2538, 4.8769, 3.1134], [3.9494, 3.8100, 3.6067], [3.6439, 2.4803, 3.2128], [4.3588, 1.3711, 3.7230], [4.0389, 0.1069, 3.3217], [2.9918, -0.1119, 2.3984], [2.2457, 0.9173, 1.8673], [2.5854, 2.2427, 2.2802], [1.6302, 5.5066, 1.7931], [3.5008, 5.8842, 3.4315], [4.7536, 3.9642, 4.3184], [5.1577, 1.5441, 4.4368], [4.5843, -0.7423, 3.7186], [2.7773, -1.1382, 2.1158]],
  "atomic_forces_ev_per_a": [[0.1791, 0.0944, 0.3428], [-0.0214, 0.0494, 0.0170], [0.0494, 0.0047, 0.0627], [-0.3080, 0.0815, 0.1348], [-0.0893, -0.0934, -0.0428], [0.0558, 0.0596, 0.0601], [-0.0051, -0.0400, 0.0029], [-0.0578, 0.0151, -0.0200], [-0.0487, -0.0368, 0.0512], [-0.0222, -0.0691, -0.0754], [0.3482, 0.1158, -0.3700], [-0.0147, 0.0294, 0.0175], [0.0012, 0.0251, -0.0026], [0.0064, 0.0011, 0.0096], [-0.0003, -0.0193, -0.0240], [-0.0018, 0.0242, 0.0097], [0.0036, -0.0185, -0.0139], [0.0059, -0.0192, -0.0024], [0.0010, 0.0100, -0.0136], [0.0022, -0.0023, 0.0133], [0.0080, 0.0061, 0.0399], [-0.0318, 0.0209, -0.0012], [0.0590, 0.0019, -0.0162], [0.0067, -0.0416, 0.0124], [-0.0047, -0.0023, 0.0096], [-0.0011, 0.0017, -0.0065], [0.0037, -0.0009, 0.0001], [-0.0023, -0.0025, 0.0001], [0.0006, -0.0006, 0.0066], [0.0604, -0.0155, -0.0086], [-0.0446, 0.0396, 0.0092], [0.0202, -0.0514, -0.0054], [0.0657, -0.0253, 0.0181], [-0.1759, 0.0276, -0.0702], [-0.0128, -0.0196, 0.0129], [-0.0048, -0.0055, -0.0027], [-0.0119, -0.0050, -0.0104], [-0.0026, -0.0017, 0.0011], [0.0464, 0.0152, 0.0091], [0.0057, 0.0334, 0.0095], [-0.0174, -0.0038, -0.0051], [0.0076, -0.0010, -0.0089], [0.0043, 0.0098, 0.0006], [-0.0038, 0.0008, 0.0062], [0.0000, 0.0076, 0.0019], [-0.0310, -0.1143, -0.0754], [-0.0229, -0.0025, -0.0594], [0.0508, -0.0246, 0.0492], [-0.0277, 0.0284, -0.0172], [0.0132, 0.0105, 0.0104], [-0.0917, -0.0390, -0.0891], [0.0129, 0.0142, 0.0143], [0.0033, -0.0439, 0.0069], [0.0078, 0.0764, 0.0157], [-0.1229, -0.1150, -0.1489], [0.1464, 0.0529, 0.1449], [0.0073, -0.0079, 0.0036], [0.0054, -0.0093, -0.0025], [-0.0034, -0.0043, -0.0037], [-0.0032, -0.0011, -0.0043], [-0.0063, -0.0024, -0.0020], [0.0042, -0.0176, -0.0017]],
  "spin_multiplicity": 4,
  "relative_energy_ev": 1.681,
  "total_charge": -1,
  "s2": 3.7801,
  "homo_energy_ev": [-4.452, -5.155],
  "gap_ev": [6.8, 7.5]
}

# 2
{
  "formula": "C3H4N2OS",
  "method": "ωB97M-V/def2-TZVPD",
  "elements": ["C", "C", "C", "N", "N", "O", "S", "H", "H", "H", "H"],
  "xyz": [[-2.5291, -0.6665, -0.0651], [-2.2626, 0.5476, 0.0887], [0.5660, 0.0729, -0.2396], [-2.4861, -1.8724, -0.1588], [0.5487, 0.4679, 0.9459], [-1.2047, 2.6295, -0.5371], [-1.8072, 2.0402, 0.6007], [0.1943, 0.6631, -0.9638], [-1.8983, -2.2704, -0.9702], [0.9095, -0.8484, -0.6242], [1.0450, -0.1278, 1.6225]],
  "atomic_forces_ev_per_a": [[1.0996, -0.4551, -0.1218], [-0.6525, 3.9380, 1.8941], [0.9722, -1.2651, 1.7105], [0.7533, -2.4876, -1.5031], [0.8191, 0.3059, 1.1493], [1.8947, 2.5552, -1.9963], [-2.2089, -4.3365, 0.2346], [-1.6218, 2.3301, -2.3999], [-1.4860, 0.8906, 1.4460], [0.8726, -1.3780, 0.0308], [-0.4421, -0.0975, -0.4443]],
  "spin_multiplicity": 1,
  "relative_energy_ev": 5.312,
  "total_charge": 0,
  "homo_energy_ev": [-9.065, -9.067],
  "gap_ev": [7.8, 7.8]
}

# 3
{
  "formula": "C3H3BrN2O",
  "method": "ωB97M-V/def2-TZVPD",
  "elements": ["C", "C", "C", "N", "N", "O", "Br", "H", "H", "H"],
  "xyz": [[-1.3128, 0.4905, 0.1004], [-0.3939, -0.6223, 0.0299], [-1.2880, 1.7990, -0.0734], [0.9107, -0.8302, -0.0679], [1.8512, 0.0665, 0.1039], [-1.3428, 2.9494, 0.0168], [3.5649, -0.6647, 0.0209], [-2.2623, 0.2432, 0.3220], [-1.0079, -1.5969, -0.1677], [1.2809, -1.8347, -0.2850]],
  "atomic_forces_ev_per_a": [[3.3376, 0.8946, -0.5818], [-1.2440, -3.2988, -1.4168], [0.9960, 0.4469, 1.0556], [0.4894, -1.4155, -0.0157], [-0.2733, 1.1312, -0.0306], [-0.0538, -0.1010, -0.6562], [-0.2262, -0.2753, -0.0928], [-3.2524, -1.1750, 0.6515], [1.5794, 1.7857, 0.4932], [-1.3527, 2.0072, 0.5935]],
  "spin_multiplicity": 1,
  "relative_energy_ev": 4.498,
  "total_charge": 0,
  "homo_energy_ev": [-7.433, -7.437],
  "gap_ev": [7.6, 7.6]
}

# 4
{
  "formula": "C27H25BClF5N3O10PSV",
  "method": "ωB97M-V/def2-TZVPD",
  "elements": ["V", "O", "C", "O", "C", "C", "Cl", "N", "N", "C", "C", "O", "O", "C", "C", "C", "C", "C", "C", "H", "H", "H", "H", "H", "H", "N", "C", "C", "C", "C", "C", "C", "C", "C", "C", "C", "C", "C", "H", "H", "H", "H", "H", "H", "H", "H", "H", "H", "F", "C", "F", "F", "S", "O", "O", "O", "F", "B", "F", "C", "O", "P", "O", "C", "O", "C", "H", "H", "H", "H", "H", "H", "H", "H", "H"],
  "xyz": [[0.0816, -0.8026, -0.4354], [0.5752, -4.6850, 4.1102], [-0.4484, -3.9207, 4.4346], [-1.0587, -4.0692, 5.4721], [-0.8124, -2.8510, 3.4663], [-1.7907, -1.8945, 3.6473], [-2.8867, -1.6674, 4.9303], [-1.8208, -1.0990, 2.5537], [-0.8950, -1.4887, 1.6596], [-0.3004, -2.5442, 2.1813], [0.6975, -3.2472, 1.3014], [1.4026, -4.1491, 1.8104], [0.7279, -2.8446, 0.1192], [-2.8047, -0.1147, 2.2270], [-3.6770, -0.3869, 1.1878], [-4.6747, 0.5299, 0.8960], [-4.7860, 1.6991, 1.6326], [-3.8934, 1.9624, 2.6627], [-2.8955, 1.0512, 2.9678], [0.9366, -4.4777, 3.1697], [-3.5535, -1.2971, 0.6173], [-5.3452, 0.3369, 0.0686], [-5.5558, 2.4207, 1.3888], [-3.9618, 2.8874, 3.2208], [-2.1782, 1.2480, 3.7531], [1.9625, -0.4726, 0.7116], [2.4069, 0.7058, 1.4236], [3.6086, 0.5531, 2.1192], [4.1511, 1.5578, 2.8920], [3.4513, 2.7531, 2.9775], [2.2680, 2.9081, 2.2855], [1.6967, 1.9172, 1.4577], [0.4251, 2.2088, 0.7242], [-0.0251, 3.5448, 0.7088], [-1.2103, 3.9128, 0.1085], [-1.9916, 2.9249, -0.4864], [-1.5388, 1.6244, -0.5061], [-0.3030, 1.2022, 0.0434], [1.9985, -1.2492, 1.3671], [2.6491, -0.7317, -0.0029], [4.1144, -0.4032, 2.0378], [5.0826, 1.4066, 3.4230], [3.8188, 3.5663, 3.5929], [1.7473, 3.8436, 2.4126], [0.5749, 4.3406, 1.1290], [-1.5107, 4.9543, 0.0846], [-2.9379, 3.1765, -0.9539], [-2.1465, 0.8872, -1.0155], [-0.7910, -1.4945, -4.6789], [-1.5403, -0.4068, -4.9135], [-1.2710, -0.0190, -6.1849], [-2.8315, -0.8061, -4.8989], [-1.2755, 1.0001, -3.6563], [0.1979, 1.2214, -3.8199], [-2.0867, 2.0360, -4.3405], [-1.4547, -1.6012, -1.4423], [-2.0620, -3.7164, -2.2932], [-1.9455, -2.7982, -1.2979], [-2.5688, -3.2497, -0.1564], [2.2177, -0.2051, -5.0898], [2.0756, -0.9954, -3.9241], [1.7656, -0.5022, -2.4092], [2.9137, -1.5443, -1.7531], [2.7288, -2.9251, -2.0356], [2.7738, 0.7604, -2.2147], [2.3068, 2.0980, -2.0294], [2.7057, -0.8419, -5.8306], [2.8536, 0.6610, -4.8885], [1.2608, 0.1440, -5.4628], [3.0946, -3.5018, -1.1876], [3.2757, -3.1911, -2.9438], [1.6740, -3.1752, -2.1739], [2.8654, 2.5282, -1.1960], [1.2427, 2.1281, -1.8165], [2.5001, 2.6693, -2.9389]],
  "atomic_forces_ev_per_a": [[-0.8553, -0.1715, 0.4145], [-0.1537, -0.0230, 0.1152], [0.0751, -0.0979, 0.0220], [0.0042, 0.0480, 0.0221], [-0.0129, 0.0478, 0.0413], [-0.0478, -0.0712, -0.0451], [0.0011, 0.0262, -0.0270], [0.2166, 0.0972, 0.0479], [-0.1324, -0.0731, -0.3172], [0.0715, 0.0354, 0.0008], [-0.1181, 0.0589, 0.0546], [-0.0421, -0.0424, -0.1622], [0.4034, -0.0144, -0.1230], [-0.0652, 0.0356, 0.0250], [-0.0023, -0.0064, 0.0087], [0.0444, 0.0039, -0.0850], [0.0216, 0.0236, -0.0029], [-0.0081, 0.0086, 0.0138], [0.0787, 0.0170, -0.0663], [0.0937, 0.0407, -0.0188], [0.0226, -0.0237, -0.0237], [-0.0132, 0.0080, 0.0162], [0.0048, -0.0001, -0.0028], [0.0043, 0.0014, -0.0123], [0.0087, -0.0114, 0.0074], [-0.0526, 0.0494, -0.1109], [0.0515, -0.0305, -0.0012], [-0.0155, 0.0041, -0.0161], [0.0020, -0.0064, 0.0011], [0.0013, 0.0051, 0.0069], [-0.0285, -0.0155, 0.0030], [0.0196, 0.0492, 0.0152], [-0.0324, -0.0643, 0.1402], [0.0031, -0.0099, -0.0176], [0.0232, -0.0015, -0.0048], [-0.0816, 0.0015, -0.0048], [0.0224, -0.0565, 0.0009], [0.2989, 0.0451, -0.0229], [-0.0357, 0.0207, 0.0047], [0.0022, 0.0101, -0.0050], [0.0092, 0.0025, 0.0051], [-0.0022, 0.0008, 0.0003], [0.0025, -0.0037, 0.0008], [-0.0072, 0.0029, 0.0078], [-0.0088, -0.0015, 0.0247], [-0.0079, 0.0000, 0.0213], [0.0244, -0.0004, -0.0371], [-0.0645, -0.0414, 0.0292], [0.0432, -0.0197, 0.0390], [0.0057, 0.0852, -0.0794], [0.0107, -0.0208, 0.0168], [-0.0125, -0.0227, -0.0150], [-0.1620, -0.0681, -0.1365], [-0.0715, -0.0034, -0.0926], [0.0431, 0.1269, 0.0295], [0.4371, 0.0253, 0.2526], [0.1537, -0.0663, 0.0377], [-0.4968, 0.1921, -0.2262], [0.1170, -0.0394, 0.0779], [0.1185, 0.0621, -0.0591], [-0.3770, 0.0053, 0.0489], [0.7147, -0.2237, 0.3890], [-0.0418, 0.1000, -0.0309], [-0.0260, -0.0706, -0.0610], [-0.1444, 0.0232, -0.1758], [-0.0033, 0.0641, -0.0300], [0.0202, 0.0032, 0.0139], [-0.0308, 0.0044, 0.0080], [-0.0208, -0.0170, 0.0210], [0.0184, 0.0092, 0.0056], [0.0062, 0.0084, 0.0117], [0.0142, 0.0171, 0.0165], [0.0014, -0.0229, 0.0072], [-0.0016, -0.0091, -0.0147], [-0.0384, -0.0199, 0.0018]],
  "spin_multiplicity": 2,
  "relative_energy_ev": 0.220,
  "total_charge": -2,
  "s2": 0.7708,
  "homo_energy_ev": [-1.156, -0.481],
  "gap_ev": [5.3, 4.6]
}

DFT total energy (computed, eV): -198973.190; -19033.737; -78225.198; -125957.663